(1)
Molecular formula: C38H92F12N7O8PS2
Method: DFT, the ωB97M-V functional and the def2-TZVPD basis

Element x y z (Å)
P -0.050 -0.399 0.705
F 1.498 -0.985 0.994
F 0.476 1.230 0.755
F 0.191 -0.463 -0.898
F -1.501 0.156 0.132
F -0.524 -1.922 0.552
F -0.575 -0.194 2.222
C 3.306 1.857 -1.240
N 3.047 2.953 -2.259
C 3.766 2.726 -3.603
C 1.475 2.977 -2.464
C 3.597 4.385 -1.871
C 4.809 4.520 -1.097
O 5.839 3.683 -1.450
H 2.770 0.957 -1.541
H 2.859 2.215 -0.313
H 4.348 1.562 -1.121
H 4.803 3.059 -3.623
H 3.206 3.218 -4.399
H 3.782 1.646 -3.752
H 1.210 2.119 -3.082
H 1.320 3.884 -3.048
H 1.031 3.119 -1.479
H 2.888 4.696 -1.104
H 3.522 5.089 -2.699
H 4.531 4.040 -0.159
H 5.055 5.537 -0.791
H 6.031 2.965 -0.842
C 4.095 -1.679 -0.576
N 3.702 -3.123 -1.036
C 4.394 -4.322 -0.272
C 2.186 -3.195 -0.743
C 4.058 -3.284 -2.511
C 3.158 -2.630 -3.629
O 3.181 -1.307 -3.437
H 4.060 -1.520 0.502
H 3.328 -1.024 -0.990
H 5.121 -1.459 -0.871
H 5.352 -4.396 -0.786
H 3.941 -5.301 -0.429
H 4.622 -4.099 0.771
H 2.054 -3.206 0.339
H 1.892 -4.158 -1.160
H 1.662 -2.311 -1.105
H 4.204 -4.337 -2.750
H 5.090 -3.014 -2.734
H 2.118 -2.951 -3.565
H 3.525 -2.972 -4.597
H 2.689 -0.904 -4.157
C -3.797 2.144 -1.115
N -3.181 3.500 -0.898
C -4.178 4.634 -1.125
C -2.575 3.490 0.543
C -1.957 3.594 -1.922
C -2.229 3.168 -3.485
O -2.911 4.100 -4.161
H -4.603 2.091 -0.384
H -3.152 1.276 -0.977
H -4.218 2.168 -2.121
H -4.837 5.047 -0.361
H -4.531 4.526 -2.150
H -3.466 5.454 -1.222
H -2.159 4.491 0.654
H -1.775 2.769 0.713
H -3.343 3.414 1.312
H -1.265 2.859 -1.510
H -1.452 4.560 -1.888
H -2.530 2.123 -3.563
H -1.190 3.132 -3.811
H -3.797 3.804 -4.381
C -0.390 -4.748 4.981
N -0.522 -3.316 4.452
C -1.813 -3.192 3.532
C -0.758 -2.375 5.667
C 0.776 -3.103 3.583
C 1.996 -2.680 4.477
O 2.579 -3.754 5.153
H -0.275 -5.345 4.077
H -1.292 -4.994 5.541
H 0.456 -4.789 5.668
H -1.789 -3.866 2.676
H -2.009 -2.175 3.191
H -2.679 -3.493 4.120
H -0.026 -2.661 6.422
H -1.685 -2.549 6.215
H -0.675 -1.317 5.418
H 0.585 -2.175 3.043
H 0.867 -3.914 2.860
H 1.826 -1.767 5.048
H 2.837 -2.455 3.822
H 3.538 -3.728 5.146
C 2.172 1.620 4.400
C 1.515 2.963 4.124
C 0.765 3.669 5.319
N -0.727 3.223 5.522
C -0.863 1.706 5.533
C -1.741 3.787 4.424
C -3.042 3.643 5.197
C -2.719 4.223 6.509
C -1.328 3.788 6.841
H 2.714 1.251 3.529
H 1.483 0.814 4.650
H 2.918 1.559 5.192
H 0.886 2.863 3.240
H 2.285 3.642 3.757
H 0.527 4.666 4.950
H 1.288 3.769 6.270
H -1.795 1.377 5.992
H -0.025 1.427 6.172
H -0.788 1.396 4.490
H -1.839 3.283 3.462
H -1.508 4.821 4.168
H -3.323 2.592 5.255
H -3.905 4.075 4.689
H -3.465 3.781 7.169
H -2.807 5.308 6.551
H -1.312 2.990 7.583
H -0.641 4.521 7.264
C -0.567 -4.544 -2.459
C -2.111 -4.264 -2.563
C -2.645 -4.120 -1.065
N -3.935 -3.214 -0.934
C -4.540 -3.374 0.462
C -5.047 -3.567 -1.924
C -5.377 -2.260 -2.716
C -4.798 -1.134 -1.805
C -3.536 -1.726 -1.169
H -0.291 -5.431 -1.887
H 0.109 -3.774 -2.086
H -0.192 -4.790 -3.452
H -2.607 -5.027 -3.163
H -2.093 -3.327 -3.120
H -1.978 -3.500 -0.466
H -2.688 -5.124 -0.644
H -3.723 -3.128 1.141
H -4.833 -4.403 0.670
H -5.421 -2.763 0.657
H -5.918 -3.884 -1.351
H -4.677 -4.368 -2.563
H -6.365 -2.165 -3.168
H -4.690 -2.326 -3.560
H -5.598 -0.905 -1.102
H -4.688 -0.146 -2.250
H -3.393 -1.291 -0.179
H -2.620 -1.699 -1.759
C 4.228 -0.706 -7.010
F 3.834 -1.962 -6.728
F 5.059 -0.244 -6.090
F 4.854 -0.753 -8.208
S 2.676 0.362 -6.998
O 3.078 1.752 -7.002
O 1.969 0.072 -8.200
N 1.796 -0.065 -5.539
S 0.312 -0.072 -6.074
O -0.106 1.222 -6.619
O -0.093 -1.180 -6.877
C -0.715 -0.505 -4.441
F -0.523 0.339 -3.532
F -1.976 -0.444 -4.573
F -0.440 -1.706 -3.939

The calculation puts the total energy at -4822.39005 Eh. The calculation puts the highest occupied orbital energy (alpha / beta) at -20.49 / -20.49 eV. As for the expectation value of S²: 0.764. As for the spin multiplicity: 2. The charge is +5. The HOMO-LUMO gap (alpha / beta) is 10.8 / 5.9 eV.



(2)
Molecular formula: C38H92N6O18Sr
Method: DFT, the ωB97M-V functional and the def2-TZVPD basis

Element x y z (Å)
Sr 2.038 -3.538 0.870
O 2.425 -2.094 4.598
C 2.914 -3.380 4.458
O 3.271 -3.964 5.465
O 2.931 -3.825 3.247
H 2.117 -1.822 3.717
O -0.279 0.033 1.762
C 0.570 -0.953 1.314
O 1.301 -1.478 2.207
O 0.463 -1.474 0.181
H 0.125 -0.024 2.654
C 0.339 1.801 -4.738
O 0.939 0.858 -3.875
C 2.078 1.342 -3.218
C 2.640 0.219 -2.387
N 3.171 -0.886 -3.220
C 4.436 -0.524 -3.875
C 4.933 -1.688 -4.706
O 4.125 -1.766 -5.849
C 4.323 -2.951 -6.587
H -0.712 1.543 -4.838
H 0.818 1.779 -5.724
H 0.450 2.812 -4.332
H 1.788 2.179 -2.563
H 2.853 1.767 -3.873
H 1.902 -0.104 -1.650
H 3.472 0.644 -1.810
H 2.474 -0.959 -3.962
H 5.177 -0.228 -3.132
H 4.282 0.299 -4.581
H 4.873 -2.609 -4.108
H 5.991 -1.511 -4.953
H 5.374 -3.067 -6.874
H 3.766 -2.851 -7.519
H 3.945 -3.828 -6.054
C 0.542 -0.238 8.203
O -0.212 -0.682 7.107
C -0.107 -2.085 6.900
C -0.718 -2.388 5.561
N -2.158 -2.124 5.612
C -2.785 -1.759 4.345
C -2.827 -2.944 3.378
O -3.719 -2.668 2.313
C -3.219 -1.730 1.383
H 1.616 -0.370 8.007
H 0.282 -0.765 9.129
H 0.366 0.828 8.343
H -0.709 -2.588 7.673
H 0.931 -2.407 6.961
H -0.521 -3.433 5.306
H -0.239 -1.773 4.781
H -2.292 -1.379 6.285
H -2.333 -0.871 3.881
H -3.831 -1.580 4.600
H -3.263 -3.756 3.960
H -1.865 -3.264 2.950
H -3.983 -1.572 0.623
H -2.292 -2.115 0.937
H -3.032 -0.751 1.828
C -0.536 2.779 3.473
O 0.851 2.539 3.522
C 1.156 1.677 4.604
C 2.625 1.358 4.630
N 3.388 2.612 4.741
C 4.809 2.370 4.536
C 5.608 3.629 4.601
O 5.316 4.392 3.438
C 5.939 5.652 3.452
H -0.738 3.501 2.688
H -0.930 3.119 4.437
H -1.034 1.831 3.232
H 0.557 0.755 4.572
H 0.903 2.212 5.530
H 2.954 0.753 3.765
H 2.878 0.739 5.495
H 3.084 3.169 3.943
H 5.008 1.869 3.569
H 5.202 1.649 5.264
H 6.690 3.426 4.624
H 5.378 4.206 5.506
H 5.728 6.119 2.494
H 7.028 5.562 3.583
H 5.576 6.267 4.285
C -6.471 4.700 -2.477
O -5.258 5.293 -2.090
C -4.549 5.832 -3.202
C -3.281 6.475 -2.658
N -2.482 5.600 -1.809
C -1.482 4.830 -2.530
C -0.853 3.812 -1.618
O -1.772 2.759 -1.432
C -1.367 1.877 -0.400
H -7.087 5.408 -3.045
H -6.996 4.394 -1.576
H -6.294 3.815 -3.103
H -5.175 6.641 -3.610
H -4.369 5.065 -3.965
H -3.613 7.308 -2.029
H -2.688 6.895 -3.469
H -3.097 4.958 -1.322
H -0.686 5.456 -2.948
H -1.927 4.329 -3.409
H -0.609 4.293 -0.666
H 0.044 3.405 -2.108
H -1.324 2.371 0.577
H -0.357 1.502 -0.608
H -2.106 1.083 -0.355
C -8.534 0.109 -2.242
O -7.841 -1.020 -2.686
C -7.585 -0.958 -4.080
C -6.728 -2.130 -4.517
N -5.306 -2.056 -4.208
C -4.987 -2.067 -2.763
C -3.488 -2.049 -2.605
O -3.009 -0.799 -3.015
C -1.664 -0.590 -2.670
H -8.898 -0.016 -1.226
H -9.396 0.343 -2.887
H -7.900 1.013 -2.264
H -7.040 -0.016 -4.263
H -8.534 -0.940 -4.632
H -6.767 -2.127 -5.611
H -7.121 -3.061 -4.108
H -4.934 -1.196 -4.597
H -5.361 -3.000 -2.339
H -5.412 -1.180 -2.288
H -3.078 -2.862 -3.232
H -3.181 -2.266 -1.572
H -1.451 -0.749 -1.604
H -1.399 0.454 -2.825
H -1.008 -1.226 -3.278
C -0.630 -4.569 -1.451
O 0.763 -4.365 -1.302
C 1.454 -4.339 -2.553
C 2.936 -4.369 -2.253
N 3.296 -3.186 -1.471
C 4.700 -3.317 -1.078
C 5.169 -2.245 -0.103
O 4.271 -2.180 0.973
C 4.704 -1.332 2.029
H -1.100 -4.398 -0.483
H -0.881 -5.596 -1.740
H -1.038 -3.877 -2.191
H 1.166 -3.434 -3.101
H 1.155 -5.206 -3.152
H 3.560 -4.478 -3.149
H 3.085 -5.289 -1.672
H 3.265 -2.349 -2.094
H 5.401 -3.271 -1.929
H 4.927 -4.273 -0.587
H 5.268 -1.275 -0.617
H 6.178 -2.512 0.239
H 5.120 -0.404 1.630
H 5.420 -1.857 2.667
H 3.847 -1.113 2.659

The calculation puts the total energy at -3216.56608 Eh. For the energy above the lowest of the compared OMol25 structures with the same formula, charge and spin, the calculation gives 0.0 kcal per mole. The calculation puts the highest occupied orbital energy at -8.12 eV. The charge is 0. The HOMO-LUMO gap is 7.8 eV.



(3)
Molecular formula: C38H94ClN8O10S
Method: DFT, the ωB97M-V functional and the def2-TZVPD basis

Element x y z (Å)
C -4.026 -1.927 2.934
C -3.796 -1.403 1.737
C -3.480 -0.395 0.492
C -1.907 -0.020 0.584
O -1.582 1.359 0.258
C -2.409 2.320 0.973
C -1.633 3.190 2.099
C -0.071 2.776 2.294
C 0.027 1.401 3.176
C 0.478 1.657 4.713
S 1.706 0.432 5.383
O 1.184 -0.032 6.749
O 3.022 1.169 5.640
Cl 1.937 -1.283 4.232
C -3.740 1.711 1.655
N -4.394 0.825 0.620
H -4.106 -2.273 4.039
H -3.782 -0.984 -0.455
H -1.369 -0.682 -0.227
H -1.468 -0.382 1.599
H -2.778 3.088 0.171
H -2.154 3.096 3.142
H -1.751 4.319 1.820
H 0.447 2.619 1.260
H 0.463 3.675 2.813
H 0.703 0.648 2.610
H -1.068 0.996 3.223
H -0.511 1.678 5.348
H 0.958 2.712 4.861
H -4.471 2.601 1.855
H -3.577 1.207 2.676
H -4.341 1.357 -0.282
H -5.369 0.553 0.838
C -0.004 -2.017 -3.366
C 0.946 -2.012 -2.171
C 2.122 -2.999 -2.314
O 1.774 -4.364 -2.088
C 1.190 -5.015 -3.207
N 0.174 -2.268 -0.947
H -0.663 -2.888 -3.377
H -0.649 -1.132 -3.341
H 0.551 -1.997 -4.308
H 1.372 -1.005 -2.103
H 2.862 -2.754 -1.543
H 2.631 -2.884 -3.279
H 1.605 -4.664 -4.155
H 0.105 -4.885 -3.192
H 1.391 -6.084 -3.118
H 0.794 -2.167 -0.144
H -0.066 -3.262 -0.942
C 6.044 -2.079 -0.345
C 5.908 -1.301 -1.650
C 7.165 -0.484 -2.015
O 7.321 0.718 -1.263
C 7.902 0.539 0.019
N 4.714 -0.449 -1.576
H 5.953 -1.442 0.537
H 5.256 -2.836 -0.271
H 7.006 -2.597 -0.294
H 5.754 -2.037 -2.449
H 7.068 -0.165 -3.058
H 8.074 -1.095 -1.962
H 8.647 -0.261 0.028
H 7.124 0.346 0.760
H 8.396 1.473 0.299
H 4.572 -0.006 -2.483
H 4.938 0.334 -0.958
C -2.700 0.807 8.559
C -2.883 2.280 8.204
C -4.195 2.886 8.745
O -5.360 2.517 8.008
C -5.893 1.248 8.350
N -2.779 2.436 6.747
H -3.322 0.147 7.951
H -1.661 0.504 8.394
H -2.935 0.625 9.611
H -2.055 2.828 8.667
H -4.125 3.977 8.655
H -4.328 2.673 9.813
H -5.772 1.020 9.412
H -5.434 0.471 7.736
H -6.962 1.258 8.118
H -2.804 3.431 6.522
H -3.644 2.076 6.340
C -0.421 6.145 6.086
C -1.159 6.468 4.790
C -1.065 7.953 4.380
O -1.910 8.822 5.130
C -1.382 9.214 6.387
N -2.557 6.030 4.915
H -0.960 6.483 6.973
H -0.288 5.063 6.188
H 0.572 6.602 6.097
H -0.685 5.879 3.995
H -1.406 8.037 3.341
H -0.029 8.311 4.395
H -0.295 9.326 6.364
H -1.677 8.499 7.157
H -1.823 10.179 6.652
H -3.020 6.157 4.016
H -3.030 6.699 5.527
C -8.177 -0.403 -4.217
C -8.432 -0.683 -2.739
C -7.550 0.158 -1.791
O -6.197 -0.293 -1.690
C -5.352 0.144 -2.745
N -8.269 -2.122 -2.492
H -7.254 -0.860 -4.580
H -8.991 -0.809 -4.825
H -8.124 0.672 -4.410
H -9.475 -0.417 -2.536
H -7.964 0.071 -0.780
H -7.584 1.224 -2.048
H -5.614 1.145 -3.098
H -5.379 -0.571 -3.568
H -4.325 0.169 -2.367
H -8.535 -2.320 -1.528
H -7.268 -2.323 -2.512
C 6.211 3.192 -6.878
C 6.601 2.384 -5.644
C 6.327 0.871 -5.786
O 4.954 0.508 -5.646
C 4.177 0.682 -6.820
N 5.920 2.948 -4.470
H 5.133 3.339 -6.963
H 6.664 4.188 -6.837
H 6.563 2.706 -7.793
H 7.681 2.508 -5.506
H 6.850 0.357 -4.972
H 6.740 0.472 -6.720
H 4.749 0.480 -7.729
H 3.759 1.690 -6.846
H 3.339 -0.018 -6.777
H 6.258 2.469 -3.635
H 4.939 2.670 -4.527
C 0.996 -9.178 -4.981
C 1.618 -8.195 -5.968
C 2.518 -8.870 -7.026
O 3.799 -9.264 -6.540
C 3.811 -10.502 -5.849
N 2.348 -7.164 -5.218
H 1.707 -9.530 -4.232
H 0.174 -8.700 -4.437
H 0.586 -10.049 -5.499
H 0.793 -7.710 -6.503
H 2.717 -8.137 -7.816
H 2.010 -9.714 -7.508
H 3.096 -11.216 -6.265
H 3.617 -10.341 -4.787
H 4.814 -10.928 -5.937
H 2.679 -6.457 -5.873
H 3.208 -7.593 -4.871

The calculation puts the total energy at -3552.43470 Eh. The calculation puts the highest occupied orbital energy at -10.51 eV. The charge is +1. The HOMO-LUMO gap is 7.7 eV.